# 1
Computed, not measured: an isolated molecule of C11H20O2, with wB97M-V/def2-TZVPD.

As for the SMILES: CCCCCCC[C@@H]1C=CCOO1. For the orbital gap, the calculation gives 0.3816 Eh. For the energy above the lowest of the compared OMol25 structures with the same formula, charge and spin, the calculation gives 162.29 kcal per mole. The total energy comes out at -15819.8342 eV. Its net charge is 0.

Each line ends with the Mulliken charge.
Element x y z (Å)
O1 0.478 0.460 -2.751  -0.2482
O2 0.000 1.136 -3.834  -0.3233
C1 -0.723 0.294 -1.935  0.9234
C2 0.924 -1.998 4.476  -1.3090
C3 0.202 0.829 0.511  -1.1423
C4 -1.603 -0.738 -4.005  -0.3927
C5 -0.173 0.677 3.119  -0.0472
C6 0.710 0.363 1.944  -0.5875
C7 1.735 -0.722 4.373  -0.2759
C8 0.649 0.484 4.382  -1.4195
C9 -0.356 -0.191 -0.526  -0.5605
C10 -0.753 0.267 -4.750  -0.4342
C11 -1.556 -0.708 -2.639  -0.7874
H1 -2.105 -1.545 -4.526  0.3943
H2 -2.344 -1.248 -2.187  0.3427
H3 0.539 -0.794 -0.985  0.1989
H4 0.115 0.299 5.211  0.7047
H5 -0.561 1.728 3.176  0.2542
H6 1.774 0.993 2.151  0.2251
H7 -1.236 1.070 -5.330  0.2545
H8 -0.070 -0.209 -5.492  0.2663
H9 0.969 1.464 0.042  0.4409
H10 0.929 -0.689 2.016  0.2426
H11 -0.490 1.695 0.677  0.4683
H12 0.377 -2.463 3.738  0.4002
H13 -1.311 1.189 -1.838  0.2935
H14 1.136 1.374 4.677  0.4191
H15 -1.113 -1.025 -0.151  0.1598
H16 1.644 -2.752 4.592  0.3994
H17 2.233 -0.592 5.286  0.3636
H18 -1.082 -0.138 3.193  0.1523
H19 2.186 -0.561 3.375  0.3067
H20 0.249 -1.900 5.349  0.3173

***

# 2
Computed, not measured: a structure of composition C16H25ClNO5P2STb, with wB97M-V/def2-TZVPD.

As for the spin multiplicity: 7. The expectation value of S² is 12.68. For the orbital gap (alpha / beta), the calculation gives 0.2344 / 0.2349 Eh. For the energy above the lowest of the compared OMol25 structures with the same formula, charge and spin, the calculation gives 7.87 kcal per mole. The total energy comes out at -93081.8979 eV. Its net charge is +2.

Each line ends with the Mulliken charge.
Element x y z (Å)
Tb1 -0.814 0.020 0.761  0.1152
Cl1 -2.230 0.071 -1.369  -0.3898
S1 0.534 1.064 4.273  1.0265
P1 0.139 -2.554 -0.107  1.0374
P2 -0.029 2.712 0.156  1.0091
O1 1.885 0.359 -1.634  -0.1466
O2 2.879 -0.312 1.134  -0.1638
O3 -2.194 -0.723 2.345  -0.7324
O4 0.433 2.506 4.262  -0.6352
O5 1.833 0.443 4.242  -0.6205
N1 -0.382 0.483 2.969  -0.1806
C1 -2.429 -1.350 6.773  -0.6488
C2 -1.401 -0.674 7.456  -0.5217
C3 1.617 -3.409 0.527  -1.3899
C4 -0.359 3.713 -1.334  -1.2634
C5 -0.570 0.230 5.405  0.3075
C6 1.452 3.575 0.785  -1.2778
C7 0.172 0.002 -3.479  -0.8072
C8 -0.451 0.114 6.788  -0.7692
C9 0.996 0.170 -2.371  0.8366
C10 -0.045 -3.434 -1.698  -1.3544
C11 -1.165 -3.431 0.869  -1.3708
C12 -1.294 3.400 1.314  -1.2231
C13 -1.459 -0.251 3.307  1.2933
C14 -1.576 -0.451 4.735  0.0630
C15 1.765 -0.189 0.870  0.3570
C16 -2.529 -1.241 5.390  -0.5449
H1 -2.253 2.874 1.170  0.3941
H2 1.492 -4.494 0.410  0.4428
H3 -0.405 -0.935 -3.344  0.2587
H4 -3.308 -1.729 4.804  0.5503
H5 -0.968 3.273 2.358  0.2989
H6 1.583 3.351 1.853  0.3305
H7 -1.263 3.329 -1.823  0.3221
H8 1.340 4.660 0.641  0.4457
H9 2.507 -3.086 -0.024  0.3932
H10 0.346 0.630 7.315  0.5023
H11 -1.432 4.467 1.081  0.4547
H12 -1.357 -0.764 8.539  0.4246
H13 1.756 -3.164 1.585  0.3978
H14 -2.162 -3.061 0.589  0.4198
H15 -0.510 4.766 -1.052  0.4594
H16 -0.086 -4.515 -1.506  0.4528
H17 -0.558 0.836 -3.485  0.3455
H18 2.333 3.224 0.231  0.3629
H19 -0.974 -3.112 -2.182  0.3374
H20 0.798 -3.219 -2.366  0.3866
H21 -3.143 -1.964 7.324  0.4251
H22 -1.024 -3.247 1.944  0.3595
H23 -1.113 -4.512 0.673  0.4543
H24 0.749 -0.023 -4.423  0.3968
H25 0.483 3.641 -2.035  0.3788

***

# 3
Computed, not measured: an isolated molecule of C12H20N2, with wB97M-V/def2-TZVPD.

As for the SMILES: C=C1CCCC[C@]1(C)CN(C)C=C=N. For the orbital gap, the calculation gives 0.2973 Eh. For the energy above the lowest of the compared OMol25 structures with the same formula, charge and spin, the calculation gives 114.65 kcal per mole. The total energy comes out at -15744.2160 eV. Its net charge is 0.

Each line ends with the Mulliken charge.
Element x y z (Å)
N1 0.308 0.688 -3.825  -0.6249
N2 -1.259 1.271 -0.664  0.4977
C1 -0.410 0.628 -2.871  0.5025
C2 -1.351 0.686 -1.977  -0.7403
C3 -2.363 2.190 -0.375  -1.1623
C4 -0.379 -2.179 1.614  -0.5369
C5 0.438 -0.918 -0.345  0.1025
C6 0.504 -1.227 2.469  -0.7130
C7 0.138 1.530 -0.219  -1.9844
C8 1.000 -1.511 -1.408  -1.2940
C9 2.354 0.453 0.490  -2.2116
C10 0.853 0.325 0.429  3.1398
C11 0.318 0.243 1.908  -1.6354
C12 -0.731 -1.589 0.262  -1.3078
H1 1.064 -0.018 -4.010  0.2896
H2 -1.334 -2.425 2.093  0.3658
H3 0.717 0.933 2.528  0.7922
H4 -2.808 2.384 -1.449  0.3665
H5 2.841 0.544 -0.541  0.3770
H6 2.530 1.307 0.997  0.6226
H7 3.055 -0.278 0.963  0.2447
H8 0.151 -3.166 1.309  0.2238
H9 -1.520 -0.926 0.350  0.2020
H10 0.211 -1.218 3.544  0.4110
H11 -1.171 -2.395 -0.366  0.5983
H12 -0.717 0.451 2.026  0.4964
H13 0.083 2.176 0.699  0.5811
H14 -2.343 0.194 -2.097  0.4979
H15 0.689 2.253 -0.896  0.2579
H16 -2.063 3.123 0.009  0.3285
H17 0.658 -2.476 -1.744  0.2895
H18 1.907 -1.191 -1.786  0.4593
H19 1.613 -1.477 2.517  0.2806
H20 -2.982 1.613 0.365  0.2833

***

# 4
Computed, not measured: a cluster of 2 separate species, C4H10O in total, with wB97M-V/def2-TZVPD.

For the orbital gap, the calculation gives 0.3546 Eh. For the energy above the lowest of the compared OMol25 structures with the same formula, charge and spin, the calculation gives 75.50 kcal per mole. The total energy comes out at -6354.5291 eV. Its net charge is 0.

Each line ends with the Mulliken charge.
Element x y z (Å)
O1 3.169 -0.682 -0.603  -0.3129
C1 0.048 -0.464 0.512  -1.1017
C2 -2.315 0.086 -0.217  -1.1576
C3 2.823 0.508 -0.165  -0.2417
C4 -0.943 0.640 0.159  -0.0921
H1 -2.719 -0.525 0.599  0.3018
H2 -0.545 1.240 -0.671  0.2226
H3 0.987 -0.046 0.894  0.2594
H4 -0.354 -1.118 1.294  0.3686
H5 3.715 -1.100 0.082  0.3798
H6 -3.033 0.886 -0.424  0.3257
H7 -2.254 -0.551 -1.108  0.3111
H8 0.275 -1.089 -0.360  0.3265
H9 -1.041 1.324 1.011  0.2760
H10 2.189 0.891 -1.003  0.1346

***

# 5
Computed, not measured: an isolated molecule of C5H7NO, with wB97M-V/def2-TZVPD.

For the orbital gap, the calculation gives 0.2876 Eh. For the energy above the lowest of the compared OMol25 structures with the same formula, charge and spin, the calculation gives 127.86 kcal per mole. The total energy comes out at -8830.6583 eV. Its net charge is 0.

Each line ends with the Mulliken charge.
Element x y z (Å)
O1 -2.126 -1.297 -1.667  -0.5339
N1 0.861 1.404 1.810  -0.3554
C1 -1.490 -0.045 -1.968  -0.1994
C2 1.148 0.097 2.430  -0.3007
C3 0.298 0.328 1.250  0.2038
C4 -0.629 0.628 -0.945  -0.6392
C5 -0.460 -0.165 0.223  -0.0926
H1 -1.435 -1.965 -1.569  0.2978
H2 -0.862 -1.180 0.356  0.3393
H3 1.500 2.073 1.389  0.2678
H4 -2.311 0.667 -2.154  0.2834
H5 2.129 -0.342 2.224  0.2181
H6 0.740 -0.099 3.426  0.2318
H7 -0.953 -0.114 -2.935  0.2790

***

# 6
Computed, not measured: a cluster of 8 separate species, C24H72O32P8 in total, with wB97M-V/def2-TZVPD.

As for the spin multiplicity: 2. The expectation value of S² is 0.76. For the orbital gap (alpha / beta), the calculation gives 0.3257 / 0.0655 Eh. For the energy above the lowest of the compared OMol25 structures with the same formula, charge and spin, the calculation gives 64.70 kcal per mole. The total energy comes out at -165888.3013 eV. Its net charge is +1.

Each line ends with the Mulliken charge.
Element x y z (Å)
P1 -0.932 8.015 3.334  0.8906
P2 6.110 5.643 0.516  0.9921
P3 -0.709 -4.479 5.108  1.0539
P4 2.563 -4.085 -5.037  1.0509
P5 -2.381 -5.311 -1.960  0.6770
P6 -6.803 -0.633 -6.004  0.9144
P7 -0.885 -0.501 0.410  0.4140
P8 2.539 1.654 4.646  1.1555
O1 -2.549 -4.527 -3.388  -0.1926
O2 0.615 8.360 3.655  -0.2917
O3 -2.431 -0.089 0.285  -0.3987
O4 -7.270 -1.911 -5.410  -0.6644
O5 -1.266 -3.095 4.991  -0.6656
O6 3.057 0.218 5.274  -0.3592
O7 0.611 -4.637 5.967  -0.4505
O8 -1.269 8.938 1.992  -0.2875
O9 -5.412 -0.077 -5.493  -0.2747
O10 0.959 1.635 4.819  -0.4013
O11 3.044 1.899 3.295  -0.5754
O12 -3.041 -4.241 -0.974  -0.0754
O13 -0.297 0.864 1.165  -0.1082
O14 1.223 -3.121 -4.862  -0.0322
O15 3.705 -2.888 -5.305  -0.2495
O16 -0.210 -0.763 -0.931  -0.6302
O17 -1.631 -5.600 5.627  -0.3128
O18 6.765 4.804 -0.478  -0.7254
O19 -0.789 -1.635 1.518  0.1275
O20 4.509 5.650 0.518  -0.2526
O21 2.730 -5.050 -3.917  -0.5772
O22 6.472 5.189 1.989  -0.3129
O23 -1.800 7.885 4.525  -0.6641
O24 3.059 2.646 5.764  -0.3551
O25 -0.881 6.530 2.592  -0.2773
O26 -7.740 0.685 -5.733  -0.3000
O27 -0.124 -5.013 3.723  -0.1654
O28 6.429 7.234 0.330  -0.2881
O29 -2.857 -6.678 -1.933  -0.7087
O30 -0.813 -5.161 -1.601  0.0880
O31 -6.511 -0.693 -7.635  -0.2837
O32 2.342 -4.689 -6.568  -0.2744
C1 6.219 5.956 3.124  -0.5073
C2 -0.373 5.314 3.274  -0.4853
C3 3.518 -2.020 -6.377  -0.6883
C4 6.164 7.797 -0.916  -0.7130
C5 -3.355 -0.841 -0.543  -0.1289
C6 -0.064 -2.859 1.191  -0.0370
C7 -7.486 -1.205 -8.487  -0.7299
C8 -3.087 -5.589 5.626  -0.6828
C9 -0.193 -6.357 -1.106  -1.0017
C10 3.727 4.551 1.086  -0.5686
C11 -0.082 -6.469 3.343  -0.5397
C12 -2.484 8.963 1.410  -0.6770
C13 0.187 1.900 0.394  -0.5593
C14 -4.916 -0.055 -4.168  -0.8991
C15 0.603 -3.080 -3.633  -0.4683
C16 -3.244 -4.717 0.362  -0.5804
C17 1.792 -3.818 5.645  -0.5460
C18 4.291 2.395 6.325  -0.6998
C19 0.028 0.824 4.056  -0.5818
C20 3.468 -5.390 -7.257  -0.7188
C21 -7.395 1.960 -6.384  -0.5518
C22 3.932 -0.547 4.420  -0.4408
C23 -2.450 -5.110 -4.644  -0.6983
C24 1.613 8.402 2.681  -0.3893
H1 -3.634 -4.674 5.857  0.3071
H2 0.195 -6.951 -1.933  0.2759
H3 4.120 1.759 7.194  0.2523
H4 1.083 -2.239 -3.131  0.4404
H5 2.353 9.127 3.020  0.3267
H6 -4.104 -1.317 0.090  0.2818
H7 0.690 5.472 3.095  0.1137
H8 4.338 -5.584 -6.630  0.3528
H9 -3.271 -4.708 -5.237  0.2572
H10 -0.663 4.408 2.742  0.1872
H11 2.987 4.958 1.776  0.0480
H12 -3.425 -5.830 4.618  0.2732
H13 2.712 -4.401 5.693  0.3511
H14 6.878 8.592 -1.131  0.2740
H15 -8.448 -1.310 -7.985  0.3338
H16 6.105 5.384 4.045  0.1941
H17 -0.516 -3.162 0.247  0.1674
H18 -2.799 -1.695 -0.928  -0.1516
H19 -0.410 -2.701 -3.769  0.2080
H20 4.240 -2.270 -7.154  0.3266
H21 -3.476 -6.249 6.401  0.2737
H22 2.651 -2.184 -7.017  0.3607
H23 0.982 -6.510 3.107  0.2662
H24 3.208 -1.326 4.183  -0.0205
H25 -0.872 -6.901 -0.449  0.4354
H26 -0.331 0.072 4.760  0.3645
H27 -0.291 -3.294 2.165  -0.1490
H28 -0.462 5.280 4.360  0.3854
H29 -2.519 -5.426 0.763  0.2341
H30 6.150 7.157 -1.798  0.3320
H31 4.610 -1.183 4.990  0.3247
H32 -3.194 -3.829 0.992  0.1506
H33 0.481 0.231 3.261  0.2265
H34 -2.615 8.643 0.376  0.2463
H35 1.125 2.237 0.835  -0.0068
H36 -0.571 2.684 0.386  0.3030
H37 4.533 3.387 6.706  0.2909
H38 4.239 3.979 1.859  0.4250
H39 1.257 8.763 1.716  0.3059
H40 0.634 -6.096 -0.445  0.2715
H41 3.116 -6.377 -7.554  0.3061
H42 5.185 8.275 -0.956  0.2585
H43 -7.659 -0.522 -9.319  0.2778
H44 3.879 -4.853 -8.112  0.2889
H45 3.266 3.885 0.357  0.3404
H46 2.103 7.493 2.334  0.0137
H47 0.989 -2.579 1.237  0.3060
H48 1.740 -3.326 4.674  0.0939
H49 -0.365 -7.124 4.168  0.3460
H50 -1.512 -4.717 -5.035  0.1656
H51 6.999 6.625 3.488  0.3078
H52 5.276 6.474 2.950  0.2150
H53 -3.765 -0.227 -1.346  0.2280
H54 -0.619 -6.673 2.417  0.0850
H55 -5.812 -0.308 -3.601  0.4160
H56 -4.320 -0.955 -4.016  0.3499
H57 -2.738 10.023 1.398  0.2601
H58 -8.069 2.728 -6.006  0.2610
H59 -7.544 1.861 -7.459  0.2347
H60 -4.680 0.967 -3.870  0.3723
H61 -4.294 -4.874 0.611  0.3278
H62 0.648 -4.082 -3.208  0.3270
H63 5.176 2.101 5.761  0.3076
H64 -6.365 2.286 -6.237  0.2734
H65 -7.265 -2.194 -8.888  0.2798
H66 1.824 -3.254 6.577  0.3146
H67 -0.720 1.421 3.535  0.2564
H68 3.660 -0.977 -6.095  0.3230
H69 -3.164 8.407 2.055  0.3282
H70 0.437 1.527 -0.600  0.3167
H71 -2.311 -6.191 -4.657  0.3592
H72 4.391 -0.109 3.534  0.3042

***

# 7
Computed, not measured: a cluster of 6 separate species, CH11O7 in total, with wB97M-V/def2-TZVPD.

As for the spin multiplicity: 2. The expectation value of S² is 0.76. For the orbital gap (alpha / beta), the calculation gives 0.4175 / 0.2178 Eh. For the energy above the lowest of the compared OMol25 structures with the same formula, charge and spin, the calculation gives 4.94 kcal per mole. The total energy comes out at -15545.1700 eV. Its net charge is 0.

Each line ends with the Mulliken charge.
Element x y z (Å)
O1 1.129 -1.739 1.944  -0.7064
O2 -0.265 -0.082 0.304  -0.5617
O3 0.876 0.191 -2.489  -0.6153
O4 -1.802 1.579 -1.835  -0.5899
O5 -0.630 -3.192 0.327  -0.6638
O6 2.408 1.128 0.384  -0.6546
O7 -1.479 1.737 0.736  -0.2861
C1 -0.641 0.819 1.054  0.4266
H1 -0.806 -2.348 -0.097  0.3182
H2 2.300 0.342 0.939  0.3332
H3 0.764 1.143 -2.545  0.2875
H4 -0.702 -3.091 1.281  0.3489
H5 -0.328 0.948 2.098  0.3571
H6 1.236 -2.321 1.179  0.3916
H7 -1.684 1.486 -0.853  0.3113
H8 1.838 0.870 -0.361  0.3741
H9 0.590 -1.047 1.513  0.2752
H10 -1.310 2.371 -2.087  0.3178
H11 0.132 -0.227 -2.054  0.3363

***

# 8
Computed, not measured: a structure of composition C4H5NO, with wB97M-V/def2-TZVPD.

For the orbital gap, the calculation gives 0.4163 Eh. For the energy above the lowest of the compared OMol25 structures with the same formula, charge and spin, the calculation gives 90.27 kcal per mole. The total energy comes out at -7762.6119 eV. Its net charge is 0.

Each line ends with the Mulliken charge.
Element x y z (Å)
O1 -0.067 0.260 1.294  -0.3633
N1 1.843 -0.805 -0.342  -0.3077
C1 -0.487 0.133 -0.772  -0.5570
C2 2.333 0.047 0.316  -0.2755
C3 -1.012 -0.518 0.513  -0.3287
C4 0.614 0.634 0.165  0.3869
H1 -0.213 -0.508 -1.606  0.3158
H2 -1.108 0.968 -1.108  0.2331
H3 -2.038 -0.294 0.810  0.2854
H4 0.934 1.672 0.126  0.3620
H5 -0.799 -1.588 0.603  0.2491

***

# 9
Computed, not measured: a cluster of 2 separate species, C4H15N2 in total, with wB97M-V/def2-TZVPD.

For the orbital gap, the calculation gives 0.3341 Eh. For the energy above the lowest of the compared OMol25 structures with the same formula, charge and spin, the calculation gives 34.44 kcal per mole. The total energy comes out at -7364.2499 eV. Its net charge is +1.

Each line ends with the Mulliken charge.
Element x y z (Å)
N1 0.973 -0.263 1.069  -0.0595
N2 -1.635 0.497 -1.293  -0.3262
C1 -1.365 -0.915 -1.111  -0.9345
C2 1.142 -1.242 2.177  -0.8781
C3 -1.144 1.004 -2.581  -0.8893
C4 1.224 1.159 1.436  -0.8866
H1 -0.061 0.923 -2.723  0.2978
H2 1.600 -0.498 0.292  0.4164
H3 2.180 -1.194 2.503  0.3843
H4 0.924 -2.246 1.829  0.3366
H5 -1.461 2.040 -2.677  0.3484
H6 -1.220 1.065 -0.564  0.2347
H7 0.520 1.462 2.206  0.3820
H8 0.498 -0.957 3.002  0.3780
H9 2.246 1.261 1.791  0.3914
H10 -1.954 -1.492 -1.820  0.3470
H11 0.042 -0.376 0.669  0.1102
H12 1.093 1.763 0.541  0.3454
H13 -0.306 -1.207 -1.275  0.2944
H14 -1.656 -1.225 -0.099  0.3852
H15 -1.641 0.440 -3.370  0.3224

***

The evaluated max |F| for the records listed, in turn: 5.3; 6.7; 4.5; 0.4; 0.8; 5.4; 2.0; 0.5; 0.6 eV Å⁻¹.